[1]
Entry from the Open Molecules 2025 dataset: an isolated ion of composition CH5N2S2 and charge +1 in a non-equilibrium geometry (ωB97M-V/def2-TZVPD).

Summary:
- lowest unoccupied orbital energy (hartree) = -0.1535
- E_HOMO (eV) = -14.45
- electronic energy (eV) = -25762.0817
- net charge = +1
- 2S+1 = 1
- gap between HOMO and LUMO (eV) = 10.28
- ΔE to the lowest compared entry with this formula, charge and spin (kcal per mole) = 7.3
- structure (SMILES) = NC(=[NH2+])SS

Element x y z (Å)
S (-2.17754, -2.28402, 0.82567)
S (-1.72829, -0.21158, 0.72044)
N (-0.00733, 1.52468, 0.21003)
N (1.02035, -0.58009, -0.00842)
C (0.00111, 0.21486, 0.25338)
H (0.75777, -1.52492, -0.23670)
H (0.82842, 2.01520, 0.50023)
H (-2.69601, -2.50850, -0.38598)
H (1.85878, -0.14240, -0.40697)
H (-0.87534, 2.04679, 0.21699)

Forces on atoms 1 to 6 (eV/Å):
0.90 1.10 0.22
0.56 -1.40 -0.31
1.38 0.81 0.29
-0.53 1.26 0.03
-2.54 -1.17 -0.12
0.46 -0.42 0.19

=====

[2]
Entry from the Open Molecules 2025 dataset: C4H10N2O as an isolated structure in a non-equilibrium geometry (ωB97M-V/def2-TZVPD).

Summary:
- lowest unoccupied orbital energy (hartree) = 0.0110
- E_HOMO (eV) = -7.95
- electronic energy (eV) = -9334.2181
- net charge = 0
- 2S+1 = 1
- gap between HOMO and LUMO (eV) = 8.25
- ΔE to the lowest compared entry with this formula, charge and spin (kcal per mole) = 110.0

Element x y z (Å)
O (1.06172, 1.07463, 0.93685)
N (0.31126, -1.13191, 0.86396)
N (-1.64463, -1.56248, -0.88403)
C (-1.75442, -0.33132, -1.26822)
C (0.82337, 0.25076, -1.34418)
C (0.96006, 1.07782, 2.36344)
C (0.72846, -0.09638, 0.36047)
H (-1.73297, 0.42623, -0.49693)
H (1.90954, 0.35856, -1.29301)
H (-1.75389, -2.26116, -1.61320)
H (-0.65637, -1.64785, 0.10139)
H (-0.07513, 0.91718, 2.67401)
H (-2.20418, -0.04034, -2.21560)
H (0.47227, 1.23012, -1.66513)
H (1.30305, 2.05919, 2.68316)
H (1.57905, 0.28509, 2.78749)
H (0.67282, -0.60816, -1.99047)

Forces on atoms 1 to 6 (eV/Å):
0.71 0.13 0.54
-2.19 -1.66 -0.24
0.32 1.45 -0.51
-1.83 -1.77 0.93
1.80 -0.38 3.02
0.05 -0.07 -0.03

=====

[3]
Entry from the Open Molecules 2025 dataset: C5H13N as an isolated structure (ωB97M-V/def2-TZVPD).

Summary:
- lowest unoccupied orbital energy (hartree) = 0.0412
- E_HOMO (eV) = -7.72
- electronic energy (eV) = -6882.8432
- net charge = 0
- 2S+1 = 1
- gap between HOMO and LUMO (eV) = 8.84
- ΔE to the lowest compared entry with this formula, charge and spin (kcal per mole) = 77.3

Element x y z (Å)
N (-0.62924, -0.24676, -1.92562)
C (0.52475, -0.01757, -1.11171)
C (-0.14068, -2.04611, 0.28516)
C (0.73567, -0.83405, 0.02983)
C (-0.25943, 2.01366, 0.52963)
C (-0.15380, 1.15858, 1.66912)
H (0.46047, 2.82444, 0.44709)
H (-0.72603, -1.20618, -2.23364)
H (-1.25789, 2.28336, 0.19546)
H (0.59551, 1.39333, 2.41931)
H (-1.19666, -1.77132, 0.26063)
H (1.41494, 0.35992, -1.61646)
H (0.07795, -2.48361, 1.26032)
H (1.78262, -0.97968, 0.28646)
H (0.37609, 0.02212, 1.06256)
H (-1.06855, 0.74598, 2.08441)
H (0.01402, -2.82596, -0.46893)
H (0.12739, 1.23891, -0.44992)
H (-0.67715, 0.37094, -2.72372)

Forces on atoms 1 to 6 (eV/Å):
-0.05 0.07 0.06
0.14 -0.74 0.30
-0.07 0.21 0.05
0.07 0.07 -0.88
0.21 -0.40 -0.62
0.29 -0.72 -0.27